Record 1
Molecular formula: C3H11NOS2
Method: DFT, ωB97M-V with the def2-TZVPD basis set

Structure (XYZ):
```
18
Properties=species:S:1:pos:R:3:forces:R:3
C -2.4057 0.3882 -0.0291 0.5 0.5 0.4
N -1.0650 0.6783 0.4891 0.3 -0.4 -0.3
C -0.3965 -0.5572 0.8941 -0.1 0.6 1.1
C 0.9499 -0.2670 1.5722 -0.1 -0.6 -0.7
S 1.9742 0.7608 0.4562 0.1 0.3 0.5
S 2.6902 -0.6530 -0.8625 0.0 0.1 0.3
H -3.0451 0.0239 0.7737 -0.1 0.2 0.1
H -2.7788 1.3357 -0.4169 -0.4 -0.2 -0.1
H -2.3975 -0.3799 -0.7958 0.0 -0.1 -0.5
H -0.5265 1.0523 -0.2873 -0.1 0.1 0.1
H -0.2709 -1.2586 0.0674 -0.1 -0.3 0.0
H -1.0421 -0.9402 1.6917 0.0 -0.6 -0.3
H 0.7762 0.1202 2.5669 0.1 1.1 -0.1
H 1.5533 -1.1487 1.7858 -0.2 -0.3 -0.4
H 3.9306 -0.6917 -0.3590 0.1 -0.2 0.0
O 0.2481 0.5979 -2.4902 1.3 -0.3 -0.2
H 1.0369 1.0409 -2.1377 -0.5 0.6 0.4
H 0.7687 -0.1018 -2.9187 -0.8 -0.3 -0.3
```
Forces are in eV/Å.

Computed properties:
SMILES: CNCCSS.O
Energy above the lowest of the compared OMol25 structures with the same formula, charge and spin: 47.19 kJ/mol
Frontier orbital gap: 0.33879 Ha
HOMO energy: -8.88 eV

Atom charges from the natural (NBO) analysis, given in e for atoms 1 to 6: number 1, C, carries -0.411; number 2, N, carries -0.628; number 3, C, carries -0.242; number 4, C, carries -0.531; number 5, S, carries 0.080; number 6, S, carries -0.167

=====

Record 2
Molecular formula: C3H11NOS2
Method: DFT, ωB97M-V with the def2-TZVPD basis set

Structure (XYZ):
```
18
Properties=species:S:1:pos:R:3:forces:R:3
C -0.8124 -1.1884 1.8651 0.3 0.4 -2.2
N -0.2582 -0.6692 0.5281 2.4 -0.8 4.0
C 0.8451 0.3575 0.6967 -0.4 -0.1 0.3
C 2.1676 -0.0236 -0.1237 -0.5 2.1 -0.1
S 1.7550 -0.4181 -1.9287 -0.4 0.5 0.4
S 0.5505 1.3178 -2.5274 2.3 0.7 1.9
H -0.0316 -1.6919 2.4087 0.3 -0.2 0.2
H -1.5992 -1.8896 1.6197 0.0 -0.5 -0.1
H -1.3162 -0.4816 2.5116 0.2 0.8 0.1
H -1.0178 -0.4811 -0.0580 -0.8 1.1 -1.1
H 0.4170 1.3551 0.3951 0.9 -0.7 0.4
H 1.2230 0.4037 1.8064 -1.1 0.0 -1.9
H 2.5405 -0.9318 0.4235 0.0 0.7 -1.3
H 2.9866 0.8814 -0.1779 -2.1 -2.4 0.5
H -0.2915 0.8904 -3.3962 -1.0 -1.4 -1.0
O -2.2977 0.4764 -1.2996 -2.0 0.6 0.2
H -3.1803 0.9303 -1.1708 1.6 -0.8 -0.2
H -1.6806 1.1628 -1.5726 0.2 0.1 0.0
```
Forces are in eV/Å.

Computed properties:
SMILES: CNCCSS.O
Energy above the lowest of the compared OMol25 structures with the same formula, charge and spin: 174.19 kJ/mol
Frontier orbital gap: 0.30857 Ha
HOMO energy: -8.39 eV

Atom charges from the natural (NBO) analysis, given in e for atoms 1 to 6: number 1, C, carries -0.414; number 2, N, carries -0.666; number 3, C, carries -0.241; number 4, C, carries -0.529; number 5, S, carries 0.098; number 6, S, carries -0.198

=====

Record 3
Molecular formula: C3H11NS
Method: DFT, ωB97M-V with the def2-TZVPD basis set

Structure (XYZ):
```
16
Properties=species:S:1:pos:R:3:forces:R:3
C -2.6273 -1.2131 2.3356 -0.1 0.1 0.0
S -3.0279 -0.5778 0.7018 -0.2 0.0 -0.5
H -1.5837 -1.0986 2.5917 0.3 0.1 0.0
H -2.8826 -2.2605 2.3255 0.1 -0.5 -0.2
H -3.2557 -0.7898 3.0996 -0.1 0.5 0.4
C 2.9723 1.9114 -1.6794 0.8 0.3 -0.5
N 3.2071 0.7241 -0.8565 -0.5 0.4 0.8
C 2.4986 -0.4219 -1.3964 -0.1 0.9 -1.7
H 2.1262 1.8526 -2.3704 -0.2 -0.3 0.2
H 3.8589 2.0848 -2.3090 -0.1 0.0 0.0
H 2.8304 2.8281 -1.1045 0.0 -0.2 0.3
H 2.8419 0.9266 0.0666 -0.1 -0.1 0.1
H -2.5543 0.7058 0.7574 0.1 -0.1 0.3
H 1.5008 -0.1658 -1.7348 -0.8 0.2 0.5
H 2.9432 -0.5436 -2.3948 0.4 -1.1 0.3
H 2.4053 -1.2854 -0.7521 0.6 -0.2 0.0
```
Forces are in eV/Å.

Computed properties:
Spin multiplicity: 2
Energy above the lowest of the compared OMol25 structures with the same formula, charge and spin: 94.87 kJ/mol
Total charge: -1
Frontier orbital gap (alpha / beta): 0.09830 / 0.32925 Ha
HOMO energy (alpha / beta): 1.11 / -5.19 eV

Atom charges from the natural (NBO) analysis, given in e for atoms 1 to 6: number 1, C, carries -0.838; number 2, S, carries -0.449; number 3, H, carries 0.196; number 4, H, carries 0.204; number 5, H, carries 0.194; number 6, C, carries -0.516

=====

Record 4
Molecular formula: C3H11NS
Method: DFT, ωB97M-V with the def2-TZVPD basis set

Structure (XYZ):
```
16
Properties=species:S:1:pos:R:3:forces:R:3
C -0.2092 -2.4889 -0.0732 1.0 -0.2 -0.5
N 0.8031 -1.4185 -0.1449 0.3 -0.4 -0.2
C 1.3167 -1.2088 -1.5053 -0.9 0.7 0.1
H 0.3153 -3.4326 -0.2865 -0.5 -0.2 0.2
H -0.9716 -2.3886 -0.8450 -0.1 0.3 0.1
H -0.6681 -2.5059 0.9113 0.0 -0.1 0.0
H 1.5930 -1.7716 0.3826 0.0 0.2 0.3
H 0.4854 -0.7709 -2.0621 0.1 0.0 -0.3
H 2.0994 -0.4530 -1.4736 0.1 -0.1 0.0
H 1.6611 -2.0816 -2.0691 0.1 -0.3 0.3
C -1.6392 1.6377 0.0344 0.6 -0.4 -0.6
S -0.0759 1.9277 0.9148 -0.1 0.6 0.4
H -1.9365 2.6290 -0.3013 -0.1 0.0 0.1
H -2.4447 1.1575 0.5792 0.1 0.1 0.4
H -1.4165 1.0440 -0.8545 -0.2 0.0 0.0
H 0.3722 0.7042 1.2201 -0.4 -0.3 -0.3
```
Forces are in eV/Å.

Computed properties:
SMILES: CNC.CS
Energy above the lowest of the compared OMol25 structures with the same formula, charge and spin: 76.29 kJ/mol
Frontier orbital gap: 0.35211 Ha
HOMO energy: -8.61 eV

Atom charges from the natural (NBO) analysis, given in e for atoms 1 to 6: number 1, C, carries -0.418; number 2, N, carries -0.619; number 3, C, carries -0.423; number 4, H, carries 0.168; number 5, H, carries 0.193; number 6, H, carries 0.202

=====

Record 5
Molecular formula: C3H11NS
Method: DFT, ωB97M-V with the def2-TZVPD basis set

Structure (XYZ):
```
16
Properties=species:S:1:pos:R:3:forces:R:3
C -1.1419 0.6534 0.5668 -0.3 0.9 -0.5
N -1.9533 -0.2460 1.3764 -0.6 0.4 0.3
C -2.8157 0.5541 2.2915 0.4 -0.9 -0.6
H -1.7526 1.1604 -0.2101 0.3 -0.5 -0.2
H -0.8395 1.5232 1.1363 0.4 0.0 0.6
H -0.2308 0.2234 0.1433 -0.3 -0.3 0.0
H -2.6520 -0.6449 0.7571 0.4 -0.4 -0.1
H -2.2712 0.8404 3.1839 0.2 0.4 0.0
H -3.6196 -0.1054 2.6195 -0.2 0.2 0.0
H -3.2110 1.4061 1.7297 -0.2 0.2 0.5
C 3.6862 -1.2604 -2.4441 -1.0 -0.6 -0.4
S 2.7219 -0.4458 -1.1237 0.4 0.8 -0.6
H 3.0047 -2.0050 -2.8516 0.3 -0.4 0.1
H 3.8865 -0.6599 -3.3254 0.3 0.6 0.4
H 4.5835 -1.7330 -2.0654 0.1 0.1 0.1
H 2.6049 0.7394 -1.7843 0.0 -0.4 0.5
```
Forces are in eV/Å.

Computed properties:
SMILES: CNC.CS
Energy above the lowest of the compared OMol25 structures with the same formula, charge and spin: 104.31 kJ/mol
Frontier orbital gap: 0.36623 Ha
HOMO energy: -8.97 eV

Atom charges from the natural (NBO) analysis, given in e for atoms 1 to 6: number 1, C, carries -0.428; number 2, N, carries -0.607; number 3, C, carries -0.419; number 4, H, carries 0.163; number 5, H, carries 0.188; number 6, H, carries 0.207

=====

Record 6
Molecular formula: C3H11NS
Method: DFT, ωB97M-V with the def2-TZVPD basis set

Structure (XYZ):
```
16
Properties=species:S:1:pos:R:3:forces:R:3
C 3.5402 2.2470 -0.3864 0.7 1.5 -0.1
S 2.0142 1.3780 -0.3456 -1.8 -1.4 -0.1
H 4.1483 2.0336 0.4963 0.2 -0.1 -0.2
H 4.1409 2.1052 -1.3110 -0.3 0.0 0.5
H 3.2558 3.3141 -0.3143 0.6 -0.2 -0.2
C -2.6411 -2.9179 0.4152 1.1 0.6 1.1
C -2.0122 -1.5509 0.7728 1.2 -0.8 -0.2
N -2.6125 -0.4698 -0.0681 0.3 0.6 -1.3
H -1.9678 -3.6440 0.8810 -0.3 -0.1 0.0
H -3.6005 -2.9879 0.9174 -0.3 -0.3 -0.4
H -2.6399 -3.1807 -0.6391 -0.3 0.3 -0.1
H -2.0912 -1.3399 1.8494 -0.3 0.2 -0.6
H -0.9399 -1.5186 0.5299 -0.3 -0.1 0.2
H -2.5671 0.5010 0.2645 -0.5 -0.3 0.7
H -3.5284 -0.7840 -0.3899 -0.3 0.6 0.4
H -2.0845 -0.3322 -0.9433 0.3 -0.6 0.1
```
Forces are in eV/Å.

Computed properties:
Energy above the lowest of the compared OMol25 structures with the same formula, charge and spin: 364.88 kJ/mol
Frontier orbital gap: 0.12666 Ha
HOMO energy: -4.61 eV

Atom charges from the natural (NBO) analysis, given in e for atoms 1 to 6: number 1, C, carries -0.755; number 2, S, carries -0.759; number 3, H, carries 0.178; number 4, H, carries 0.176; number 5, H, carries 0.182; number 6, C, carries -0.649